{
  "formula": "C4H8O2",
  "method": "ωB97M-V/def2-TZVPD",
  "symbols": ["C", "C", "O", "C", "C", "O", "H", "H", "H", "H", "H", "H", "H", "H"],
  "positions_angstrom": [[0.038204, -0.871308, -0.966452], [0.442064, -0.490268, 0.424105], [0.781544, -1.354174, 1.488270], [1.056701, 0.873026, 0.487799], [-0.444418, 0.730171, 0.551043], [-1.353809, 1.301227, -0.851088], [0.861802, -1.149607, -1.624575], [-0.737360, 0.306955, -1.364247], [-0.755108, -1.626537, -0.911420], [0.416810, -2.230507, 1.303580], [1.528709, 1.186792, 1.423794], [1.549118, 1.259859, -0.400204], [-1.096928, 1.076756, 1.320888], [-2.287329, 0.987615, -0.881493]],
  "forces_ev_per_angstrom": [[-0.4, 0.4, -1.0], [-0.7, 0.9, -0.9], [-0.6, 0.2, -0.6], [-0.4, 0.3, -0.2], [-1.0, 1.2, -0.4], [0.7, -0.4, 2.0], [-0.1, -0.2, 0.0], [2.0, -2.6, 0.2], [0.2, -0.2, -0.1], [0.0, 0.2, 0.0], [-0.3, -0.1, -0.2], [-0.2, -0.1, 0.1], [0.1, 0.2, 0.6], [0.8, 0.1, 0.7]],
  "nbo_charge": [-0.809, 0.205, -0.695, -0.464, 0.104, -0.786, 0.203, 0.384, 0.196, 0.481, 0.240, 0.240, 0.214, 0.487],
  "total_charge": 0,
  "total_energy_ev": -8367.8330,
  "lumo_energy_ev": 0.69,
  "spin_multiplicity": 1,
  "relative_energy_kcal_mol": 125.7,
  "homo_energy_ev": -8.50
}